Entry 1:
Density functional theory data (wB97M-V/def2-TZVPD) for C6H13N as an isolated structure in a non-equilibrium geometry.

net charge	0
E_tot	-7917.99938	eV
LUMO (alpha / beta)	0.874 / 0.200	eV
energy relative to the best compared isomer or geometry (same formula, charge and spin)	466.4	kJ/mol
largest force on an atom	1.393	eV/Å
frontier orbital gap (alpha / beta)	9.052 / 6.579	eV

Last column: Löwdin charge in e.
Positions of all 20 atoms, in Å:
C (-1.36567, 1.67600, 0.22800)  -0.066
C (-0.65878, 0.32968, 0.41091)  -0.464
N (-1.11832, -0.65576, -0.45866)  -0.012
C (-1.29720, -1.97002, 0.09947)  -0.175
C (0.83928, 0.35227, -0.07076)  -0.384
C (1.64822, -0.92206, 0.09219)  -0.071
C (1.34813, 1.32023, -1.00102)  0.007
H (-2.37740, 1.60242, 0.64630)  0.077
H (-0.84174, 2.49879, 0.73628)  0.080
H (-1.46461, 1.90332, -0.84017)  0.078
H (-0.65320, 0.05886, 1.48929)  0.136
H (-0.51953, -2.68969, -0.23289)  0.069
H (-1.31423, -2.00436, 1.21036)  0.076
H (-2.25135, -2.39149, -0.26413)  0.074
H (2.72349, -0.70134, 0.10052)  0.083
H (1.38936, -1.43988, 1.02255)  0.080
H (1.45426, -1.60421, -0.74468)  0.080
H (0.82572, 2.26091, -1.17121)  0.064
H (2.17633, 1.08289, -1.67854)  0.075
H (1.45725, 1.29342, 0.42619)  0.193

Entry 2:
Density functional theory data (wB97M-V/def2-TZVPD) for C28H31Cl3GeN4O5SY as an isolated structure in a non-equilibrium geometry.

net charge	-1
E_tot	-151703.46904	eV
LUMO	1.633	eV
energy relative to the best compared isomer or geometry (same formula, charge and spin)	114.4	kJ/mol
largest force on an atom	1.540	eV/Å
frontier orbital gap	7.295	eV

Last column: Löwdin charge in e.
Positions of all 74 atoms, in Å:
Y (0.80588, -0.42337, 0.73202)  1.445
O (0.96478, -2.53434, 1.47194)  -0.189
C (0.40714, -3.63603, 1.12163)  -0.387
C (-0.06983, -4.53530, 2.11655)  -0.020
C (-0.62124, -5.74801, 1.80293)  -0.098
C (-0.71445, -6.16869, 0.47387)  -0.117
C (-0.27979, -5.32865, -0.51923)  -0.060
C (0.24103, -4.05368, -0.24323)  -0.161
C (0.59546, -3.21347, -1.34475)  -0.092
N (0.80904, -1.95276, -1.27793)  -0.046
C (1.26425, -1.27965, -2.46787)  -0.223
C (2.71608, -0.84934, -2.23752)  -0.220
N (2.86104, -0.17852, -0.95812)  -0.032
C (4.03985, 0.26879, -0.70320)  -0.110
C (4.44506, 1.03439, 0.42921)  -0.148
C (5.73087, 1.60540, 0.42271)  -0.065
C (6.14589, 2.47883, 1.39363)  -0.120
C (5.26259, 2.80926, 2.42446)  -0.097
C (4.03350, 2.21929, 2.50844)  -0.017
C (3.57823, 1.27828, 1.54278)  -0.358
O (2.45156, 0.69550, 1.70482)  -0.206
H (0.00619, -4.20708, 3.14361)  0.111
H (-0.99135, -6.39028, 2.58963)  0.099
H (-1.13320, -7.13687, 0.23889)  0.092
H (-0.36594, -5.63950, -1.55232)  0.107
H (0.65722, -3.72544, -2.31785)  0.133
H (0.64483, -0.39575, -2.64109)  0.092
H (1.20942, -1.92340, -3.35922)  0.119
H (3.03423, -0.19017, -3.05523)  0.119
H (3.35473, -1.74280, -2.25897)  0.121
H (4.84120, 0.11021, -1.44130)  0.128
H (6.40539, 1.35682, -0.38586)  0.103
H (7.13231, 2.91931, 1.36534)  0.090
H (5.56211, 3.53746, 3.16364)  0.099
H (3.35536, 2.45514, 3.31433)  0.107
C (-2.02533, 2.75460, 4.17898)  -0.234
Ge (-1.06153, 2.01290, 2.55168)  0.743
C (-2.47751, 2.07112, 1.14417)  -0.226
C (0.32724, 3.39061, 2.18609)  -0.231
C (-0.31620, 0.21505, 2.67519)  -0.466
H (-2.45160, 3.72519, 3.93828)  -0.001
H (-1.36161, 2.88957, 5.02873)  -0.002
H (-2.84086, 2.11122, 4.49673)  -0.001
H (-2.89560, 3.07001, 1.06678)  0.010
H (-3.29270, 1.39767, 1.39743)  0.018
H (-2.10498, 1.78057, 0.16755)  -0.043
H (-0.12006, 4.30609, 1.81058)  -0.009
H (1.06150, 3.04039, 1.46868)  -0.026
H (0.85209, 3.63253, 3.10552)  0.010
H (-1.09332, -0.48207, 2.99764)  -0.039
H (0.45988, 0.20077, 3.44538)  -0.031
Cl (0.18387, 5.38105, -1.07605)  0.639
C (-0.28356, 3.94616, -2.00961)  -1.544
Cl (-2.07585, 3.81709, -2.16880)  0.674
Cl (0.45382, 4.00753, -3.63373)  0.627
C (0.22866, 2.77596, -1.35290)  -0.353
N (0.61165, 1.81849, -0.85087)  0.218
N (-1.79705, -1.44912, 0.37555)  0.063
C (-2.53285, -1.10000, -0.81201)  -0.314
C (-3.75039, -1.68912, -1.13985)  -0.023
C (-4.44437, -1.25617, -2.26016)  -0.049
C (-3.92374, -0.24355, -3.03823)  -0.251
C (-2.69705, 0.31140, -2.74479)  -0.070
C (-1.99994, -0.11288, -1.62916)  -0.079
S (-4.86200, 0.47811, -4.41668)  0.409
O (-6.23955, 0.47831, -3.94194)  -0.369
O (-4.27692, 1.80938, -4.56457)  -0.390
O (-4.60202, -0.42144, -5.53332)  -0.369
H (-1.83269, -2.45836, 0.51925)  0.087
H (-2.25381, -1.02144, 1.18281)  0.077
H (-4.16303, -2.45410, -0.49269)  0.108
H (-5.40359, -1.67338, -2.52829)  0.115
H (-2.33100, 1.09485, -3.39123)  0.086
H (-1.04742, 0.32944, -1.34892)  0.038

Entry 3:
Density functional theory data (wB97M-V/def2-TZVPD) for one molecule with the formula C16H19N3O2.

net charge	0
E_tot	-25466.16874	eV
LUMO	0.093	eV
energy relative to the best compared isomer or geometry (same formula, charge and spin)	41.7	kJ/mol
largest force on an atom	0.634	eV/Å
frontier orbital gap	7.924	eV
SMILES string	CCCCOc1ccc(NC(=O)c2cnc(C)cn2)cc1

Last column: Löwdin charge in e.
Positions of all 40 atoms, in Å:
C (0.53944, -4.51584, 4.37738)  -0.115
C (-0.22464, -3.22892, 4.65961)  -0.265
C (-1.41570, -3.06113, 3.71891)  -0.190
C (-2.14458, -1.73778, 3.96441)  -0.203
O (-1.32665, -0.60913, 3.73686)  -0.054
C (-1.02822, -0.23443, 2.46227)  -0.271
C (-0.10479, 0.80809, 2.34691)  -0.003
C (0.26162, 1.28970, 1.11125)  -0.020
C (-0.28334, 0.74318, -0.05121)  -0.224
N (0.12326, 1.26653, -1.27858)  0.129
C (-0.25242, 0.91653, -2.53170)  -0.419
O (-1.04271, 0.04324, -2.83509)  0.071
C (0.43616, 1.75282, -3.56431)  -0.166
C (0.19395, 1.56388, -4.92284)  -0.042
N (0.79433, 2.29657, -5.84436)  0.128
C (1.64709, 3.23131, -5.43920)  -0.311
C (2.32109, 4.05546, -6.48364)  -0.036
C (1.88891, 3.41848, -4.07428)  -0.069
N (1.29266, 2.69074, -3.15121)  0.120
C (-1.20351, -0.29224, 0.05944)  0.000
C (-1.57163, -0.77636, 1.30212)  -0.012
H (-0.11038, -5.38012, 4.49849)  0.070
H (1.37870, -4.61911, 5.06089)  0.067
H (0.92381, -4.51695, 3.35966)  0.072
H (0.44187, -2.37252, 4.54066)  0.110
H (-0.57937, -3.23314, 5.69282)  0.110
H (-1.06283, -3.09699, 2.68629)  0.107
H (-2.12522, -3.87812, 3.86484)  0.120
H (-3.06071, -1.68131, 3.36330)  0.119
H (-2.42170, -1.66061, 5.01996)  0.129
H (0.30956, 1.22647, 3.25050)  0.118
H (0.97680, 2.09670, 1.03857)  0.112
H (0.79832, 2.02456, -1.24621)  0.123
H (-0.49768, 0.80602, -5.26178)  0.122
H (3.40170, 3.93940, -6.41612)  0.082
H (1.98464, 3.73992, -7.46676)  0.079
H (2.08672, 5.10933, -6.34155)  0.082
H (2.57882, 4.17256, -3.71828)  0.119
H (-1.63128, -0.71913, -0.83226)  0.101
H (-2.29207, -1.57763, 1.34423)  0.107

Entry 4:
Density functional theory data (wB97M-V/def2-TZVPD) for a 12-piece molecular cluster, H22NO14 overall in a non-equilibrium geometry.

net charge	-1
E_tot	-30509.34761	eV
LUMO	2.542	eV
energy relative to the best compared isomer or geometry (same formula, charge and spin)	379.9	kJ/mol
largest force on an atom	5.657	eV/Å
frontier orbital gap	9.663	eV

Last column: Löwdin charge in e.
Positions of all 37 atoms, in Å:
N (0.25494, 0.22388, 0.08514)  -0.456
O (1.08955, -0.74529, 0.10563)  -0.058
O (-0.43254, 0.36729, 1.11648)  -0.033
O (0.40220, 1.21789, -0.69372)  -0.013
O (0.34156, 3.03608, 1.70478)  -0.111
H (0.86589, 3.07551, 2.54629)  0.045
H (0.54900, 2.10877, 1.32015)  0.037
O (3.10953, 1.73698, -1.23465)  0.011
H (2.29529, 1.44135, -0.96842)  -0.066
H (3.43966, 0.97169, -1.61338)  -0.014
O (-2.98902, -1.57628, 1.48767)  -0.103
H (-2.14852, -1.32759, 1.17369)  -0.045
H (-3.14950, -0.87745, 2.23551)  0.032
O (2.09030, -0.93196, 2.75437)  -0.077
H (2.61023, -1.65214, 2.51077)  -0.027
H (1.60712, -1.13101, 1.89638)  0.015
O (-2.59241, 1.15208, -0.16768)  -0.050
H (-1.94867, 0.65901, 0.41679)  -0.005
H (-2.23990, 1.38564, -0.95780)  -0.099
O (0.83979, 4.09718, -2.53434)  -0.079
H (1.22797, 4.42934, -3.34408)  0.013
H (0.81071, 3.09594, -2.60415)  0.047
O (2.29142, -2.08650, -1.78093)  -0.152
H (2.82685, -1.51333, -2.41204)  0.051
H (1.49907, -1.66890, -1.26396)  0.012
O (1.19314, -3.67659, 1.18568)  -0.088
H (0.77252, -3.35838, 0.36302)  -0.017
H (1.70173, -4.45015, 0.82453)  0.059
O (-3.31257, 0.60725, 3.13415)  -0.062
H (-2.86782, 0.33076, 3.98550)  0.090
H (-2.50282, 1.03012, 2.79790)  0.053
O (-1.78552, 1.54411, -2.68739)  0.023
H (-1.09731, 0.95024, -2.40740)  0.026
H (-2.29022, 1.08699, -3.24676)  -0.018
O (-0.52819, -3.31930, -1.14801)  -0.104
H (-1.43693, -3.75966, -0.93730)  0.118
H (-0.49656, -2.47358, -1.64242)  0.044